Formula: CH8NO3
Source: OMol25
Level of theory: ωB97M-V/def2-TZVPD

Geometry as ORCA input:
```
! wB97M-V def2-TZVPD RIJCOSX def2/J DEFGRID3
* xyz -1 1
O 0.464 1.291 -2.247
O -1.739 1.183 2.130
O -0.123 0.461 0.194
N 0.933 -1.555 -0.549
C 0.335 -0.765 0.522
H 1.663 -1.127 -1.008
H -0.240 1.946 -2.337
H 0.227 -1.747 -1.305
H 1.239 -0.690 1.334
H -1.102 1.303 1.271
H -0.270 -1.508 1.011
H 0.217 0.987 -1.144
H -1.605 0.221 2.127
*
```

Values from the calculation:
Relative energy (zero: lowest compared OMol25 entry of this formula, charge and spin): 84.1 kJ/mol
Frontier orbital gap: 8.752 eV
Largest force on an atom: 3.80 eV Å⁻¹
Molar mass: 82.079 g/mol